Record 1
Molecular formula: C16H20N2O5S
Method: DFT, wB97M-V/def2-TZVPD

Calculated values
- LUMO level (Ha) = 0.0275
- M (g mol⁻¹) = 352.412
- net charge = 0
- ΔE to the lowest compared entry with this formula, charge and spin (eV) = 2.622
- SMILES = CCOc1ccc(S(=O)(=O)N(C)CC(=O)NCc2ccco2)cc1
- spin multiplicity = 1
- E (a.u.) = -1505.56631

XYZ file:
```
44
C16H20N2O5S (wB97M-V/def2-TZVPD)
C -2.424 1.387 1.577
H -3.258 -1.645 -2.227
H 0.203 2.610 -0.985
C 2.491 1.558 -0.978
H 2.862 -1.275 -2.304
O 2.708 0.031 1.891
H -3.301 0.744 -1.303
H 0.678 3.715 0.322
C -3.853 -1.353 -1.354
H -4.870 0.380 -0.582
H 3.198 -2.531 -1.082
C -1.594 1.044 2.595
C -1.036 -0.922 -0.957
C 3.513 -1.567 -1.475
H 0.474 -2.155 2.363
H -1.968 -2.426 1.915
C 0.847 -1.212 0.496
H -3.481 1.279 1.444
C 0.031 -1.812 1.443
H -4.684 0.365 -2.339
H 4.452 0.820 -1.478
C -4.195 0.133 -1.397
S 2.578 -1.055 0.950
H -1.420 -0.562 -1.898
C 3.757 0.764 -0.638
O 3.012 -2.353 1.370
H -1.863 0.565 3.514
O -3.195 -1.733 -0.157
N 3.467 -0.631 -0.381
H 0.611 1.328 2.752
C -1.314 -1.964 1.194
H 0.937 -0.306 -1.445
C -0.438 2.013 0.963
C 0.317 -0.774 -0.699
C -1.869 -1.518 -0.013
H 4.226 1.178 0.257
H 4.538 -1.654 -1.843
O 2.114 1.742 -2.120
H -4.774 -1.944 -1.353
C 0.556 2.656 0.050
H 2.152 1.657 1.018
C -0.297 1.454 2.198
O -1.733 1.970 0.579
N 1.844 2.000 0.114
```

Here are the natural (NBO) charges for atoms 1 to 4, given in e:
1. C 0.073
2. H 0.174
3. H 0.250
4. C 0.660

***

Record 2
Molecular formula: C6H8I2O2
Method: DFT, wB97M-V/def2-TZVPD

Calculated values
- LUMO level (Ha) = -0.0012
- M (g mol⁻¹) = 365.936
- net charge = 0
- ΔE to the lowest compared entry with this formula, charge and spin (eV) = 0.000
- spin multiplicity = 1
- E (a.u.) = -979.26684

XYZ file:
```
18
C6H8I2O2 (wB97M-V/def2-TZVPD)
H -1.667 0.430 2.003
H -0.476 0.259 3.299
C -0.254 -0.135 -2.265
C -0.924 0.684 -3.333
I -1.275 2.763 -3.053
C 0.218 0.528 -1.015
H 1.296 -0.266 1.629
O 0.714 1.624 -0.979
H 0.551 1.311 1.256
H -0.605 -1.147 -2.104
H 1.258 0.928 -3.482
O 0.013 -0.261 0.034
I -2.507 -0.281 -4.404
C -0.754 -0.077 2.304
H 0.641 -0.594 -4.264
C 0.370 0.234 1.331
H -0.940 -1.147 2.329
C 0.459 0.201 -3.554
```

Here are the natural (NBO) charges for atoms 1 to 4, given in e:
1. H 0.215
2. H 0.217
3. C -0.399
4. C -0.315

***

Record 3
Molecular formula: C3H5Cl5
Method: DFT, wB97M-V/def2-TZVPD

Calculated values
- LUMO level (Ha) = 0.0234
- M (g mol⁻¹) = 218.338
- net charge = 0
- ΔE to the lowest compared entry with this formula, charge and spin (eV) = 0.192
- SMILES = ClC(Cl)Cl.ClCCCl
- spin multiplicity = 1
- E (a.u.) = -2418.25551

XYZ file:
```
13
C3H5Cl5 (wB97M-V/def2-TZVPD)
C 0.813 -0.514 1.217
Cl 1.866 0.648 -1.186
H -1.217 -0.037 -1.273
Cl -2.133 2.091 -0.749
Cl -2.994 0.323 -2.764
H -0.054 0.146 1.175
Cl -3.102 -0.435 0.091
H 2.689 0.839 0.960
Cl 0.379 -2.150 0.539
H 1.007 -0.602 2.286
C -2.201 0.426 -1.189
C 2.116 0.042 0.484
H 2.830 -0.778 0.410
```

Here are the natural (NBO) charges for atoms 1 to 4, given in e:
1. C -0.376
2. Cl -0.066
3. H 0.241
4. Cl 0.038

***

Record 4
Molecular formula: C5H9N2O2
Method: DFT, wB97M-V/def2-TZVPD

Calculated values
- LUMO level (Ha) = -0.1349
- M (g mol⁻¹) = 129.139
- net charge = +1
- ΔE to the lowest compared entry with this formula, charge and spin (eV) = 4.660
- SMILES = C=C1C(=O)O[C@H]1[C@@H](N)[NH3+]
- spin multiplicity = 1
- E (a.u.) = -455.55546

XYZ file:
```
18
C5H9N2O2 (wB97M-V/def2-TZVPD)
H -2.057 2.234 -0.962
H 3.113 -2.414 0.788
C 2.193 -1.947 0.632
C 0.384 -0.044 0.138
O 1.007 1.146 -0.412
O 3.332 1.013 -0.743
C 2.345 0.511 -0.372
H -2.122 1.792 0.687
C -1.247 0.126 -0.479
C 1.780 -0.792 0.145
H -0.635 2.051 -0.144
H -1.156 0.251 -1.599
N -2.294 -0.620 0.064
H 1.366 -2.756 0.662
N -1.541 1.652 -0.172
H -2.617 -1.408 -0.432
H -2.055 -0.946 1.017
H 0.204 0.150 1.182
```

Here are the natural (NBO) charges for atoms 1 to 4, given in e:
1. H 0.458
2. H 0.249
3. C -0.258
4. C 0.046

***

Record 5
Molecular formula: C3H8O
Method: DFT, wB97M-V/def2-TZVPD

Calculated values
- LUMO level (Ha) = 0.0375
- M (g mol⁻¹) = 60.096
- net charge = 0
- ΔE to the lowest compared entry with this formula, charge and spin (eV) = 1.163
- SMILES = CC=O.C
- spin multiplicity = 1
- E (a.u.) = -194.29321

XYZ file:
```
12
C3H8O (wB97M-V/def2-TZVPD)
H -0.796 -0.450 -0.360
H -0.315 0.423 2.271
C -0.070 -0.539 0.420
O 1.077 -0.684 0.146
C -0.617 -0.503 1.765
C -0.134 1.338 -2.041
H 0.078 -1.169 2.390
H -0.844 1.625 -2.951
H 0.522 2.216 -1.937
H -0.905 1.397 -1.240
H 0.274 0.379 -2.087
H -1.702 -0.722 1.882
```

Here are the natural (NBO) charges for atoms 1 to 4, given in e:
1. H 0.100
2. H 0.257
3. C 0.437
4. O -0.524

***

Record 6
Molecular formula: C31H49BrCaN6O4P2
Method: DFT, wB97M-V/def2-TZVPD

Calculated values
- LUMO level (Ha) = -0.1685
- M (g mol⁻¹) = 751.701
- net charge = +2
- ΔE to the lowest compared entry with this formula, charge and spin (eV) = 0.165
- spin multiplicity = 1
- E (a.u.) = -5774.20958

XYZ file:
```
94
C31H49BrCaN6O4P2 (wB97M-V/def2-TZVPD)
H -3.761 -3.537 -1.051
H 5.403 -4.120 1.357
C -3.058 -1.270 2.575
H -4.109 1.882 0.734
N 4.367 -3.098 -0.127
C -2.251 -3.641 -2.603
O -3.422 2.774 -1.319
H 1.746 1.467 4.036
P 2.053 -1.742 0.602
N 3.630 -3.413 2.173
C 4.327 2.131 -0.716
P -2.291 1.699 -1.682
H -4.591 0.557 1.796
C -2.076 -0.137 2.417
H -3.884 -1.207 1.869
H 0.535 -3.653 0.801
C 0.168 0.729 2.783
C 2.812 -2.214 2.242
H -0.332 -2.455 2.858
H -2.654 -1.659 0.090
H -2.552 3.968 2.491
H -2.581 -2.240 2.444
C -1.966 0.812 -4.166
C -2.070 3.568 1.596
C 3.567 -4.259 -0.509
H -0.590 -3.424 -3.965
C 3.198 2.622 -2.769
C -1.575 2.178 1.888
C -0.697 3.892 -1.578
H -3.502 -1.268 3.574
H 0.641 3.617 1.145
H 2.020 -2.365 2.982
H -1.272 4.255 1.339
N 2.406 -4.482 0.354
H 3.090 1.222 0.751
H -1.231 -1.892 4.250
H 0.480 -1.578 4.147
H -4.299 2.152 2.451
O -2.756 -4.643 -3.317
Br 1.060 -1.202 -2.903
H 0.295 4.126 -1.203
H 1.991 -4.696 2.394
H -4.659 2.570 -2.987
H 5.567 3.541 -3.452
H 5.339 -2.364 1.575
H 1.742 -0.277 3.898
H -3.565 -4.995 -2.924
H 3.489 -5.455 1.834
C 1.410 -3.437 0.179
C 2.065 2.099 -2.203
H 1.792 2.736 2.132
C -2.214 -2.088 -0.798
H 6.370 3.178 -1.980
C -4.736 2.728 -1.914
H 5.197 2.125 -0.074
H -2.576 -0.057 -3.913
C -0.756 -0.321 2.875
H -5.193 3.693 -1.715
O -0.989 2.535 -1.152
H 3.455 -1.739 -1.419
N -1.065 -1.530 -1.205
H 1.074 -3.445 -0.861
H 1.147 2.076 -2.781
H -0.907 0.556 -4.129
C 4.390 2.655 -2.021
C 0.764 3.086 2.090
C -0.430 -1.624 3.561
C -2.499 1.124 1.971
H -5.323 1.937 -1.448
C 3.138 1.626 -0.256
H 4.292 -1.013 -0.059
O -2.250 1.903 -3.277
C -0.235 1.961 2.230
H -2.220 1.157 -5.163
H 3.166 3.009 -3.778
C -2.839 -3.131 -1.442
H 3.231 -4.143 -1.542
C -0.546 -2.033 -2.321
H 4.206 -5.142 -0.451
C 1.562 0.639 3.351
C 4.763 -3.240 1.271
C -1.066 -3.065 -3.066
H 0.645 3.827 2.884
C -3.950 1.427 1.713
H -0.718 3.941 -2.665
H -2.809 3.588 0.800
C 3.651 -1.850 -0.354
Ca 0.024 0.504 -0.107
N 1.995 1.591 -0.961
C 2.856 -4.571 1.739
N 5.526 3.158 -2.524
H 3.433 -1.385 2.595
H -1.441 4.562 -1.153
H 2.329 0.700 2.574
```

Here are the Mulliken charges for atoms 1 to 4, given in e:
1. H 0.437
2. H 0.323
3. C -2.343
4. H 0.025